No. 1
Computed, not measured: a structure of composition C17H20N4O8Sn, with ωB97M-V with the def2-TZVPD basis set.

Relative energy (zero: lowest compared OMol25 entry of this formula, charge and spin) (kJ/mol): 158.8
Highest occupied orbital energy (eV): -14.5
M (g mol⁻¹): 527.078
LUMO (hartree): -0.25081
2S+1: 1
Total charge: +2
Frontier orbital gap (eV): 7.712
Electronic energy (a.u.): -1694.45619

Positions of all 50 atoms, in Å:
Sn -0.035 -0.325 0.525
O 5.168 1.756 2.061
C 4.040 1.386 2.096
C 3.169 0.878 0.933
O 2.290 1.506 0.417
C 3.129 -0.735 0.838
C 2.335 -0.128 3.079
O 1.126 -0.091 3.122
C 3.258 1.056 3.457
O 3.417 1.616 4.482
O 2.134 -1.181 0.170
N -7.159 -2.113 -1.577
C -6.021 -1.802 -2.235
O -5.934 -1.641 -3.433
C -4.777 -1.621 -1.392
C -4.778 -1.035 -0.135
C -3.568 -0.791 0.489
N -2.396 -1.111 -0.068
C -2.404 -1.703 -1.272
C -3.562 -1.966 -1.968
H -7.996 -2.247 -2.120
H -7.176 -2.372 -0.607
H -5.698 -0.741 0.353
H -3.532 -0.325 1.467
H -1.441 -1.964 -1.694
H -3.541 -2.415 -2.952
C -2.291 4.923 0.325
N -1.570 3.665 0.103
C -1.057 3.401 -1.245
C -1.436 2.788 1.065
O -0.879 1.667 0.938
H -3.193 4.947 -0.283
H -1.655 5.761 0.050
H -2.566 5.015 1.373
H -0.854 4.350 -1.732
H -1.790 2.850 -1.835
H -0.137 2.829 -1.186
H -1.837 3.082 2.035
C 3.973 -2.722 -1.307
N 4.879 -2.103 -0.302
C 6.296 -2.531 -0.397
C 4.525 -1.279 0.599
O 3.061 -1.036 2.413
H 4.579 -3.038 -2.148
H 3.214 -2.020 -1.617
H 3.489 -3.587 -0.862
H 6.727 -2.113 -1.304
H 6.323 -3.615 -0.462
H 6.854 -2.195 0.471
H 5.297 -0.928 1.276

***

No. 2
Computed, not measured: the molecule C17H20N4OS, with ωB97M-V with the def2-TZVPD basis set.

Relative energy (zero: lowest compared OMol25 entry of this formula, charge and spin) (kJ/mol): 70.8
Highest occupied orbital energy (eV): -8.2
M (g mol⁻¹): 328.441
LUMO (hartree): 0.02125
2S+1: 1
Structure (SMILES): CCCOc1nc(SCCC)nc2c1cnn2-c1ccccc1
Frontier orbital gap (eV): 8.814
Electronic energy (a.u.): -1352.26446

Positions of all 43 atoms, in Å:
C -2.262 4.545 1.734
C -1.229 3.824 0.878
C -0.205 3.094 1.749
H -0.693 2.372 2.412
H 0.341 3.816 2.363
O 0.799 2.459 0.978
C 0.554 1.299 0.370
N 1.571 0.876 -0.359
C 1.498 -0.289 -0.996
N 0.478 -1.127 -1.004
C -0.560 -0.712 -0.288
N -1.748 -1.340 -0.104
N -2.550 -0.600 0.687
C -1.911 0.486 1.022
C -0.614 0.511 0.445
H -2.401 1.202 1.651
C -2.193 -2.568 -0.609
C -3.473 -3.001 -0.275
C -3.934 -4.210 -0.760
C -3.129 -4.988 -1.576
C -1.857 -4.551 -1.906
C -1.380 -3.344 -1.428
H -0.391 -2.998 -1.681
H -1.226 -5.154 -2.542
H -3.493 -5.932 -1.954
H -4.927 -4.545 -0.499
H -4.085 -2.383 0.362
S 2.866 -0.792 -1.947
C 4.085 0.527 -1.597
C 5.106 0.109 -0.549
C 4.473 -0.116 0.817
H 3.935 0.773 1.136
H 5.236 -0.350 1.556
H 3.771 -0.946 0.777
H 5.855 0.902 -0.479
H 5.610 -0.802 -0.877
H 4.568 0.737 -2.550
H 3.504 1.386 -1.265
H -1.726 3.109 0.220
H -0.698 4.541 0.249
H -1.781 5.274 2.381
H -2.976 5.065 1.101
H -2.807 3.840 2.358

***

No. 3
Computed, not measured: a cluster of 8 separate species, C17H21B2Br8NO19 in total, with ωB97M-V with the def2-TZVPD basis set.

Relative energy (zero: lowest compared OMol25 entry of this formula, charge and spin) (kJ/mol): 68.7
Highest occupied orbital energy (eV): -4.0
M (g mol⁻¹): 1204.199
LUMO (hartree): 0.10034
2S+1: 1
Total charge: -2
Frontier orbital gap (eV): 6.778
Electronic energy (a.u.): -22787.18704

Positions of all 68 atoms, in Å:
N -0.039 0.325 0.396
H 0.040 1.322 0.059
H -0.875 -0.056 0.830
H 0.766 0.012 0.936
H 0.018 -0.271 -0.448
O 2.774 -2.636 -8.031
C 2.261 -1.929 -7.207
O 2.752 -1.552 -6.052
B 1.731 -0.823 -5.269
O 0.587 -0.692 -6.201
C 0.856 -1.296 -7.342
O 0.168 -1.350 -8.317
O 1.432 -1.525 -4.003
C 1.649 -0.724 -2.985
O 1.393 -0.928 -1.827
C 2.318 0.568 -3.542
O 2.223 0.495 -4.854
O 2.719 1.479 -2.880
O -8.029 1.125 -0.746
C -6.914 1.418 -1.074
O -5.874 0.598 -1.137
B -4.753 1.281 -1.837
O -5.190 2.693 -1.949
C -6.463 2.781 -1.631
O -7.170 3.741 -1.722
O -4.615 0.734 -3.208
C -3.464 0.113 -3.342
O -3.066 -0.553 -4.252
C -2.711 0.281 -1.995
O -3.458 1.052 -1.210
O -1.734 -0.314 -1.643
O -1.274 2.763 1.313
C -0.945 3.420 0.129
O -0.235 2.813 -0.716
O -1.497 4.516 -0.065
H -1.729 3.508 1.732
Br 7.014 1.096 2.602
C 5.118 1.316 2.256
C 4.914 1.528 0.780
Br 3.049 1.389 0.281
H 4.726 2.147 2.838
H 4.580 0.433 2.588
H 5.489 0.828 0.180
H 5.237 2.505 0.426
Br -6.475 -1.834 1.267
C -4.845 -1.909 2.354
C -3.857 -0.917 1.825
Br -2.180 -1.133 2.825
H -4.518 -2.942 2.386
H -5.226 -1.649 3.338
H -4.169 0.121 1.874
H -3.664 -1.091 0.768
Br 3.609 -0.041 5.293
C 2.668 1.666 5.588
C 1.205 1.425 5.351
Br 0.767 0.888 3.500
H 3.141 2.342 4.880
H 2.913 2.046 6.576
H 0.557 2.282 5.497
H 0.887 0.550 5.906
Br 1.919 -5.648 1.246
C 3.482 -4.805 2.025
C 3.130 -3.622 2.893
Br 2.131 -2.218 2.009
H 4.043 -4.519 1.141
H 4.067 -5.512 2.608
H 4.071 -3.177 3.219
H 2.568 -3.932 3.769

***

No. 4
Computed, not measured: a structure of composition C17H21BCeN6, with ωB97M-V with the def2-TZVPD basis set.

Highest occupied orbital energy (alpha / beta) (eV): -21.7 / -21.7
M (g mol⁻¹): 460.325
LUMO (alpha / beta) (hartree): -0.59598 / -0.60082
2S+1: 1
Total charge: +4
Frontier orbital gap (alpha / beta) (eV): 5.498 / 5.367
Electronic energy (a.u.): -1487.17777

Positions of all 46 atoms, in Å:
C 3.260 0.301 -0.214
N 1.975 0.369 -0.594
N 1.930 0.124 -1.952
C 3.197 -0.070 -2.404
C 4.079 0.031 -1.329
B 0.595 0.175 -2.805
N -0.465 -0.970 -2.528
N -1.184 -1.073 -1.355
C -2.024 -2.112 -1.485
C -1.879 -2.690 -2.763
C -0.888 -1.935 -3.387
Ce 0.000 0.000 0.000
N -0.096 1.525 -2.496
N -0.494 1.724 -1.216
C -1.064 2.938 -1.153
C -1.034 3.543 -2.428
C -0.408 2.608 -3.254
H -1.461 3.309 -0.208
H -0.164 2.632 -4.315
H -1.414 4.524 -2.708
H 0.909 0.104 -3.973
H -0.455 -2.008 -4.384
H 3.378 -0.258 -3.462
H -2.429 -3.534 -3.178
H 5.164 -0.066 -1.351
H -2.685 -2.381 -0.661
H 3.524 0.454 0.833
H -1.762 -0.680 1.772
C -1.973 -1.453 2.529
H -2.827 -2.066 2.199
H -1.086 -2.095 2.655
H -2.217 -0.970 3.489
C 1.003 0.872 2.217
C 1.177 0.911 3.723
C 0.594 -0.048 4.574
C 0.778 0.018 5.958
C 1.543 1.043 6.513
C 2.133 1.999 5.683
C 1.956 1.932 4.296
H 1.611 1.638 1.693
H 0.254 0.080 2.080
H 0.009 -0.858 4.181
H 0.325 -0.728 6.598
H 1.682 1.093 7.585
H 2.728 2.793 6.116
H 2.421 2.685 3.673

***

No. 5
Computed, not measured: the molecule C17H21BN2O3, with ωB97M-V with the def2-TZVPD basis set.

Relative energy (zero: lowest compared OMol25 entry of this formula, charge and spin) (kJ/mol): 0.0
Highest occupied orbital energy (eV): -8.0
M (g mol⁻¹): 312.178
LUMO (hartree): 0.01253
2S+1: 1
Structure (SMILES): CC(C)(C)c1ccc(NC(=O)Nc2ccc(B(O)O)cc2)cc1
Frontier orbital gap (eV): 8.324
Electronic energy (a.u.): -1020.62560

Positions of all 44 atoms, in Å:
O -0.598 0.390 1.289
O -2.343 6.852 5.011
O -2.381 4.838 6.417
B -2.294 5.475 5.166
C -0.958 1.009 0.311
C -1.382 3.343 3.994
C -2.629 4.967 2.748
C -1.258 2.566 2.871
C -2.587 4.148 1.633
C 0.236 -0.728 -2.777
C 0.367 -1.507 -0.500
C 0.975 -1.805 -3.178
C 1.022 -2.627 -0.919
C -2.042 4.567 3.921
C -1.822 3.002 1.651
C -0.044 -0.540 -1.419
C 1.332 -2.790 -2.266
N -1.592 2.254 0.476
N -0.746 0.613 -1.016
C 2.023 -5.194 -1.718
C 1.552 -4.597 -4.047
C 3.625 -3.682 -2.994
C 2.148 -4.023 -2.732
H -2.214 7.407 5.826
H -2.415 5.343 7.244
H -1.035 2.989 4.967
H -3.200 5.875 2.728
H -0.715 1.646 2.850
H -2.967 4.500 0.683
H -0.212 -0.057 -3.492
H 0.157 -1.304 0.550
H 1.297 -1.896 -4.197
H 1.353 -3.329 -0.187
H -1.895 2.684 -0.389
H -0.976 1.260 -1.769
H 2.303 -6.148 -2.198
H 0.978 -5.323 -1.437
H 2.631 -5.051 -0.837
H 0.511 -4.817 -3.911
H 1.676 -3.950 -4.906
H 2.122 -5.510 -4.250
H 3.767 -3.002 -3.809
H 4.136 -4.612 -3.255
H 4.095 -3.235 -2.133

***

No. 6
Computed, not measured: the molecule C17H21ClF3N3O5S, with ωB97M-V with the def2-TZVPD basis set.

Relative energy (zero: lowest compared OMol25 entry of this formula, charge and spin) (kJ/mol): 0.0
Highest occupied orbital energy (eV): -8.7
M (g mol⁻¹): 471.885
LUMO (hartree): 0.01707
2S+1: 1
Structure (SMILES): CCOC(=O)N1CCN(C(=O)CN(c2ccc(Cl)c(C(F)(F)F)c2)S(C)(=O)=O)CC1
Frontier orbital gap (eV): 9.207
Electronic energy (a.u.): -2358.90254

Positions of all 51 atoms, in Å:
C -1.220 -3.686 2.540
C -2.433 -2.952 3.090
H -2.173 -2.397 3.996
H -3.249 -3.649 3.306
O -2.946 -2.029 2.123
C -2.845 -0.720 2.414
O -2.352 -0.266 3.416
N -3.440 0.052 1.454
C -3.805 -0.479 0.163
H -4.602 0.153 -0.239
H -4.183 -1.493 0.277
C -2.567 -0.467 -0.762
N -1.709 0.633 -0.371
C -0.378 0.565 -0.188
O 0.264 1.486 0.287
C 0.321 -0.719 -0.640
N 1.752 -0.614 -0.495
C 2.481 0.214 -1.332
C 3.876 0.260 -1.236
C 4.619 1.062 -2.075
C 4.001 1.843 -3.043
C 2.615 1.795 -3.161
C 1.866 0.990 -2.315
H 0.796 0.994 -2.430
C 1.911 2.618 -4.206
F 0.578 2.441 -4.189
F 2.107 3.936 -4.052
F 2.300 2.316 -5.455
Cl 4.951 2.840 -4.076
H 5.694 1.085 -1.989
H 4.373 -0.364 -0.512
S 2.338 -0.999 1.059
O 3.572 -1.709 0.916
O 1.265 -1.690 1.710
C 2.650 0.571 1.881
H 1.834 1.238 1.631
H 3.599 0.959 1.536
H 2.674 0.365 2.943
H 0.024 -1.536 0.022
H 0.071 -0.977 -1.672
C -2.425 1.804 0.100
H -1.704 2.609 0.238
H -3.146 2.094 -0.670
C -3.132 1.469 1.427
H -4.054 2.051 1.526
H -2.487 1.675 2.282
H -2.034 -1.409 -0.655
H -2.875 -0.348 -1.808
H -0.889 -4.422 3.267
H -0.404 -2.993 2.350
H -1.478 -4.198 1.616

***

No. 7
Computed, not measured: the molecule C17H21ClFN3O2, with ωB97M-V with the def2-TZVPD basis set.

Relative energy (zero: lowest compared OMol25 entry of this formula, charge and spin) (kJ/mol): 42.8
Highest occupied orbital energy (eV): -8.7
M (g mol⁻¹): 353.825
LUMO (hartree): 0.01817
2S+1: 1
Structure (SMILES): O=C(C[C@H]1C(=O)NCCN1Cc1ccc(Cl)c(F)c1)NC1CCC1
Frontier orbital gap (eV): 9.211
Electronic energy (a.u.): -1535.21644

Positions of all 45 atoms, in Å:
O -0.176 -2.247 -0.354
C -0.738 -1.405 0.323
N -2.064 -1.363 0.530
C -2.996 -2.277 -0.062
H -2.415 -3.028 -0.600
C -4.056 -2.876 0.882
H -3.945 -3.932 1.117
H -4.136 -2.311 1.808
C -5.145 -2.511 -0.137
H -6.009 -1.982 0.259
H -5.489 -3.368 -0.712
C -4.127 -1.652 -0.903
H -4.070 -1.808 -1.978
H -4.236 -0.588 -0.701
H -2.440 -0.550 1.008
C 0.009 -0.255 0.986
H 1.062 -0.517 1.069
H -0.396 -0.069 1.981
C -0.112 1.021 0.118
N 1.171 1.688 0.007
C 1.186 3.067 0.412
C -0.002 3.830 -0.191
N -1.198 3.200 0.316
C -1.263 1.892 0.616
O -2.232 1.419 1.186
H -1.974 3.771 0.617
H 0.031 3.767 -1.286
H 0.008 4.881 0.100
H 1.104 3.112 1.505
H 2.131 3.523 0.120
C 1.968 1.319 -1.154
C 3.064 0.362 -0.746
C 4.276 0.855 -0.282
C 5.264 -0.016 0.134
C 5.071 -1.391 0.099
C 3.858 -1.883 -0.361
C 2.866 -1.014 -0.780
H 1.925 -1.424 -1.114
H 3.692 -2.947 -0.386
Cl 6.319 -2.463 0.620
F 6.431 0.491 0.575
H 4.469 1.915 -0.237
H 1.344 0.841 -1.918
H 2.418 2.214 -1.594
H -0.447 0.711 -0.889

***

No. 8
Computed, not measured: a structure of composition C17H21F5N4O3PdS2Te, with ωB97M-V with the def2-TZVPD basis set.

Highest occupied orbital energy (eV): 0.4
M (g mol⁻¹): 722.524
LUMO (hartree): 0.14286
2S+1: 1
Total charge: -2
Frontier orbital gap (eV): 3.530
Electronic energy (a.u.): -2796.77952

Positions of all 54 atoms, in Å:
Pd -0.591 1.094 1.592
O -3.666 -0.209 3.497
C -3.175 -1.416 3.785
C -3.704 -2.060 4.912
C -3.261 -3.312 5.285
C -2.274 -3.962 4.545
C -1.744 -3.324 3.438
C -2.171 -2.058 3.041
C -1.599 -1.379 1.827
O -2.255 -0.404 1.333
N -0.489 -1.918 1.372
N 0.103 -1.164 0.357
C 0.466 -1.858 -0.628
S 0.112 -3.594 -0.838
C 0.908 -3.734 -2.463
C 0.912 -2.359 -3.123
S 1.503 -1.175 -1.896
H -3.230 0.126 2.678
H -4.466 -1.532 5.473
H -3.686 -3.787 6.163
H -1.924 -4.946 4.832
H -0.969 -3.791 2.846
H 0.341 -4.447 -3.064
H 1.931 -4.097 -2.350
H -0.103 -2.093 -3.428
H 1.566 -2.327 -3.995
C 2.596 3.023 -4.001
N 2.367 2.211 -2.821
C 3.451 2.244 -1.849
C 1.098 2.192 -2.213
O 0.977 2.332 -1.018
N 0.003 1.996 -3.030
C -1.295 1.949 -2.357
C 0.087 1.396 -4.337
H 3.655 3.278 -4.036
H 2.033 3.964 -3.976
H 2.358 2.510 -4.933
H 4.359 1.862 -2.322
H 3.191 1.628 -0.993
H 3.640 3.256 -1.471
H -1.167 2.116 -1.289
H -1.755 0.971 -2.519
H -1.960 2.730 -2.736
H 0.266 2.115 -5.143
H -0.868 0.913 -4.550
H 0.867 0.630 -4.380
Te -2.027 3.232 1.656
F 2.157 1.390 1.752
C 1.035 2.003 2.327
F 1.295 3.342 2.227
C 1.213 1.689 3.838
F 1.226 0.364 4.066
F 0.265 2.228 4.601
F 2.400 2.162 4.317

***

No. 9
Computed, not measured: a structure of composition C17H21N2O2OsSe2, with ωB97M-V with the def2-TZVPD basis set.

Highest occupied orbital energy (alpha / beta) (eV): -11.0 / -11.0
M (g mol⁻¹): 633.517
LUMO (alpha / beta) (hartree): -0.16719 / -0.16717
2S+1: 1
Total charge: +1
Frontier orbital gap (alpha / beta) (eV): 6.402 / 6.403
Electronic energy (a.u.): -5813.66963

Positions of all 45 atoms, in Å:
Os 0.622 0.489 0.217
C -0.991 1.434 2.690
N -0.839 1.501 1.238
C -1.592 2.263 0.468
C -1.392 2.185 -0.905
C -1.897 2.827 -2.049
C -1.199 2.309 -3.128
C -0.283 1.373 -2.622
N -0.411 1.291 -1.293
C 0.364 1.123 3.272
C 0.822 -0.197 3.238
C 2.070 -0.518 3.762
C 2.875 0.478 4.296
C 2.432 1.795 4.305
C 1.181 2.116 3.796
H -1.684 0.626 2.938
H -1.406 2.366 3.075
H -2.340 2.917 0.908
H -2.679 3.568 -2.072
H -1.332 2.560 -4.167
H 0.435 0.762 -3.146
H 0.161 -0.989 2.897
H 2.395 -1.552 3.789
H 3.839 0.228 4.721
H 3.056 2.572 4.727
H 0.833 3.142 3.822
O 5.328 -2.760 1.306
C 5.038 -1.399 1.559
C 4.042 -0.899 0.490
C 4.750 -1.035 -0.858
O 3.922 -0.540 -1.897
C 3.800 0.576 0.873
Se 2.557 1.593 -0.263
C 2.800 -1.801 0.639
Se 1.323 -1.555 -0.650
H 5.951 -3.085 1.963
H 5.946 -0.787 1.511
H 4.588 -1.265 2.550
H 5.006 -2.085 -1.016
H 5.686 -0.463 -0.810
H 4.342 -0.711 -2.747
H 4.736 1.132 0.798
H 3.446 0.654 1.902
H 2.379 -1.656 1.636
H 3.092 -2.845 0.553

***

No. 10
Computed, not measured: a structure of composition C17H21N3O3Pd, with ωB97M-V with the def2-TZVPD basis set.

Relative energy (zero: lowest compared OMol25 entry of this formula, charge and spin) (kJ/mol): 22.8
Highest occupied orbital energy (alpha / beta) (eV): -20.9 / -20.8
M (g mol⁻¹): 421.793
LUMO (alpha / beta) (hartree): -0.47643 / -0.69179
2S+1: 5
Total charge: +4
Frontier orbital gap (alpha / beta) (eV): 7.942 / 2.007
Electronic energy (a.u.): -1176.31086

Positions of all 45 atoms, in Å:
N -0.482 -0.590 4.139
C -0.338 -1.577 4.760
C -0.084 -2.841 5.451
H 0.195 -2.734 6.518
H 0.676 -3.419 4.890
H -0.982 -3.465 5.514
N 0.615 -2.245 -3.398
C 0.255 -2.812 -4.343
C -0.078 -3.540 -5.541
H 0.505 -4.455 -5.573
H 0.232 -2.982 -6.419
H -1.143 -3.736 -5.596
N 0.022 4.004 1.118
C 0.399 4.953 0.565
C 0.957 6.065 -0.227
H 0.327 6.273 -1.094
H 1.925 5.757 -0.670
H 1.036 7.024 0.304
Pd 1.149 -0.373 -0.401
C 0.186 1.362 -0.833
O -0.457 2.121 -1.401
C -0.127 -1.360 0.810
O -0.928 -2.057 1.228
C 2.820 -1.738 0.324
C 2.798 -0.512 1.021
C 2.937 0.669 0.267
C 3.091 0.530 -1.136
C 3.528 -0.687 -1.690
C 3.396 -1.827 -0.960
H 2.468 -2.624 0.840
H 2.496 -0.481 2.054
H 2.743 1.634 0.695
H 2.949 1.408 -1.751
H 3.928 -0.795 -2.729
H 3.701 -2.782 -1.448
C -3.909 1.470 1.569
C -3.468 0.649 0.371
C -4.557 0.180 -0.553
O -2.305 0.348 0.111
H -5.001 1.611 1.603
H -3.434 2.458 1.531
H -3.596 0.968 2.492
H -4.372 0.541 -1.567
H -4.543 -0.908 -0.631
H -5.533 0.514 -0.213